Computed, not measured: C34H14Cl3F15GeN2OS3SiYb as an isolated structure at a distorted geometry, with ωB97M-V with the def2-TZVPD basis set.

Last column: Löwdin spin population.
CARTESIAN COORDINATES (ANGSTROEM)
1 C -5.4318 -1.5974 -0.0647  0.00
2 H 6.1485 -1.0492 -1.3212  0.00
3 C -4.7596 -3.5194 4.5608  0.00
4 F -5.3445 -2.9401 5.6128  0.00
5 C 3.0519 0.8414 0.0963  0.00
6 C -6.5085 -0.3211 -1.8398  0.00
7 H 3.0551 3.5223 0.3793  0.00
8 C 4.3599 1.2792 0.3455  0.00
9 C -6.6960 -1.8584 0.4293  0.00
10 F -0.9194 -3.7529 -3.7000  0.00
11 O 1.7137 -0.9135 -0.8341  0.00
12 F -6.8661 -2.6474 1.4982  0.00
13 C -3.5518 -4.6830 2.3880  0.00
14 H 6.4606 0.9731 0.0956  0.00
15 F -9.0518 -1.6512 0.3538  0.00
16 H -4.8787 3.9653 2.9871  0.00
17 C -3.6566 -5.3989 3.5740  0.00
18 F -4.6138 -6.3594 -2.3994  0.00
19 C 1.9147 1.7037 0.5005  0.00
20 N 0.7100 1.2612 0.4439  0.00
21 F -3.1709 -6.6381 3.6681  0.00
22 N -0.3415 2.1425 0.7580  0.00
23 C -7.8522 -1.3671 -0.1589  0.00
24 H 3.8589 -1.8984 -1.7555  0.00
25 C -7.7567 -0.5862 -1.3005  0.00
26 C -2.9483 3.0344 2.9590  0.00
27 C -3.9953 -4.4561 -1.1407  0.00
28 C -3.8003 -5.3227 -2.2032  0.00
29 F -4.1961 -0.5786 -1.7807  0.00
30 C -2.7458 -5.0939 -3.0714  0.00
31 F -2.5313 -5.9065 -4.1010  0.00
32 C -3.1816 -3.3678 -0.8650  0.00
33 C -4.0461 -3.4017 2.2361  0.00
34 F -6.4024 0.4113 -2.9488  0.00
35 H 4.5172 2.1673 0.9396  0.00
36 F -2.9164 -5.3028 1.3806  0.00
37 C -3.8963 1.5115 5.0947  0.00
38 S -2.7605 2.9925 0.1717  0.00
39 C -2.4748 3.8200 1.7671  0.00
40 C -1.9231 -3.9979 -2.8628  0.00
41 C -4.2346 3.2266 3.4495  0.00
42 S -1.3803 1.0383 -1.5135  0.00
43 C -4.7091 2.4712 4.5106  0.00
44 H -1.4184 4.0696 1.8426  0.00
45 F -5.0520 -4.7054 -0.3490  0.00
46 F -8.8548 -0.1103 -1.8818  0.00
47 H -1.9760 0.5602 5.0564  0.00
48 Cl -0.0911 -3.4880 0.6628  0.00
49 F -1.3289 -2.0951 -1.7091  0.00
50 C 2.8915 -0.3656 -0.6374  0.00
51 Ge -3.7189 -2.2318 0.6837  0.00
52 C -2.1695 -3.1671 -1.7816  0.00
53 C -2.6092 1.3200 4.6179  0.00
54 C 4.0236 -1.0016 -1.1755  0.00
55 H -4.2700 0.9064 5.9113  0.00
56 H -1.1419 1.9185 3.1680  0.00
57 C -4.6305 -2.8445 3.3595  0.00
58 C -2.1363 2.0779 3.5598  0.00
59 F -5.0981 -1.5915 3.3088  0.00
60 H 2.4256 3.1488 1.9858  0.00
61 H -3.0391 4.7517 1.6933  0.00
62 Cl 1.4953 -4.3363 3.4373  0.00
63 S -2.4282 -0.7215 1.4851  0.00
64 C 5.2900 -0.5259 -0.9180  0.00
65 C -4.2697 -4.8110 4.6686  0.00
66 H -5.7163 2.6270 4.8743  0.00
67 H 1.3316 3.7466 0.7444  0.00
68 C 5.4677 0.6094 -0.1316  0.00
69 C -1.3122 2.0337 -0.0965  0.00
70 Cl 1.1901 -1.1636 2.4545  0.00
71 Yb -0.1251 -0.8465 0.0833  1.00
72 F -4.3837 -5.4770 5.8158  0.00
73 C -5.3810 -0.8344 -1.2155  0.00
74 C 2.2018 3.1190 0.9167  0.00
75 Si 1.9603 -3.1865 1.6711  0.00

Results
electronic energy = -9087.3833 a.u.
gap between HOMO and LUMO (spin up / spin down) = 7.75 / 7.75 eV
M = 1227.8 g mol⁻¹
energy above the lowest of the compared OMol25 structures with the same formula, charge and spin = 0.0 kJ/mol
net charge = -1
2S+1 = 2